# 1
{
  "formula": "C16H29Br5Cl2CsLi2NO12",
  "method": "ωB97M-V/def2-TZVPD",
  "symbols": ["O", "C", "Br", "C", "C", "O", "C", "O", "O", "C", "C", "C", "C", "O", "H", "H", "H", "H", "H", "H", "H", "H", "H", "C", "C", "O", "C", "H", "H", "H", "H", "H", "H", "Cs", "Cl", "Li", "C", "C", "C", "O", "C", "N", "H", "H", "H", "H", "H", "H", "H", "H", "H", "H", "H", "O", "H", "H", "Br", "C", "Br", "Br", "Br", "H", "Li", "O", "Cl", "O", "O", "O"],
  "positions_angstrom": [[-6.74447, -0.30265, -0.40358], [-5.76201, 0.06381, -0.84576], [-5.67900, -0.14394, -2.91755], [-4.53327, 0.66864, -0.21090], [-4.20207, 0.13831, 1.19115], [-4.73222, -1.06628, 1.64143], [-3.86234, -2.05191, 1.26318], [-4.06198, -3.20248, 1.20240], [-2.61257, -1.43956, 0.98567], [-2.75442, -0.14535, 1.52728], [-1.72387, 0.88051, 1.19243], [-0.33386, 0.43727, 1.96652], [0.17002, -1.03299, 1.56094], [0.79345, 0.31470, 1.11845], [-3.71071, 0.50230, -0.92066], [-4.72035, 1.74625, -0.17052], [-4.49706, 0.91287, 1.91026], [-2.78189, -0.25507, 2.63654], [-2.01606, 1.87474, 1.63893], [-1.44196, 0.96600, 0.14322], [-0.16397, 0.74928, 3.07232], [1.12358, -1.32982, 2.06922], [-0.03448, -1.37546, 0.55517], [4.22511, 1.95533, -2.46502], [3.20464, 2.90697, -1.87701], [3.06172, 4.02344, -2.29857], [2.36593, 2.39365, -0.72911], [4.75297, 2.45005, -3.27546], [4.95291, 1.66308, -1.70313], [3.72342, 1.06965, -2.86239], [3.01515, 2.13324, 0.10422], [1.78255, 1.51774, -1.05064], [1.68012, 3.17366, -0.40357], [3.23101, 0.12465, 0.94726], [-9.00006, -1.28863, -0.44871], [-1.66189, 1.58638, 3.34686], [-0.70745, -2.17438, -5.01222], [-0.43313, -0.75368, -4.52955], [-0.57907, -0.57802, -3.01097], [-1.91531, -0.52609, -2.55365], [-2.55142, -1.79103, -2.40138], [-1.29533, 0.17410, -5.26670], [-1.77218, -2.40215, -5.04453], [-0.32083, -2.30823, -6.02159], [-0.22054, -2.91050, -4.36945], [0.60654, -0.52259, -4.78159], [-0.14133, 0.39061, -2.74201], [-0.01134, -1.34453, -2.46242], [-1.85274, -2.56052, -2.06289], [-3.03099, -2.09590, -3.33147], [-3.33123, -1.68058, -1.65091], [-1.03969, 1.12849, -5.02812], [-2.23699, 0.07384, -4.89492], [0.34637, -0.12752, 5.24766], [0.39484, 0.29232, 6.11516], [-0.34322, -0.79671, 5.35110], [-5.81126, -0.48865, 3.71051], [5.88417, 2.64540, 6.32972], [7.36892, 1.43536, 6.33525], [6.11698, 4.06713, 5.05121], [4.21489, 1.71205, 6.04814], [5.82923, 3.10063, 7.30790], [-7.18551, -0.24804, -5.18084], [8.45562, -3.32091, 3.42787], [8.60218, -2.47116, 2.27313], [7.36896, -1.72143, 2.07833], [8.85265, -3.27164, 1.10043], [9.68613, -1.54407, 2.47797]],
  "forces_ev_per_a": [[0.7, 0.4, 0.9], [-0.2, 0.1, 1.5], [0.4, 0.2, -1.8], [0.6, -0.6, -1.4], [0.1, 2.0, 1.4], [1.0, -2.0, -3.7], [-0.6, 1.0, 0.0], [0.2, -0.4, -0.1], [0.7, -0.4, 0.2], [-0.9, 0.1, 0.1], [2.7, -0.4, 1.6], [-0.5, -2.6, -1.9], [2.5, 4.0, 0.0], [-3.0, 1.8, 1.4], [0.0, 0.1, 0.2], [0.0, -0.1, 0.0], [-0.7, -0.4, 0.1], [-0.1, 0.0, -0.1], [-0.2, -0.5, -1.3], [-0.2, 0.3, 0.0], [0.6, -0.9, -1.7], [-2.0, -1.2, 0.4], [-1.1, -1.1, 0.7], [-0.2, 0.2, 0.0], [0.3, 0.1, -0.4], [-0.1, 0.1, 0.0], [-0.4, 0.6, -0.3], [0.0, 0.0, 0.0], [0.0, -0.1, 0.0], [0.1, -0.1, 0.1], [-0.3, 1.3, -0.8], [0.2, 0.2, 0.1], [0.0, 0.0, -0.1], [3.4, -2.4, 1.0], [-1.3, -0.5, -0.6], [-0.8, -0.1, 0.9], [0.1, -0.1, 0.0], [-0.3, -0.2, -0.1], [0.2, 0.2, 0.0], [0.1, -0.1, 0.3], [-0.2, 0.1, 0.0], [0.1, 0.1, 0.3], [0.0, 0.1, 0.0], [0.0, 0.1, 0.0], [0.0, 0.0, 0.0], [0.0, 0.1, 0.1], [-0.1, 0.1, 0.0], [-0.1, -0.1, -0.1], [0.0, 0.0, -0.1], [0.1, -0.1, 0.0], [0.0, 0.0, 0.0], [0.1, 0.0, -0.2], [0.0, -0.1, -0.1], [-0.5, 0.3, -0.3], [0.1, -0.1, 0.0], [0.1, -0.1, 0.1], [-0.5, 1.2, 2.8], [0.3, 0.0, 0.0], [-0.1, 0.0, -0.1], [0.0, 0.0, 0.0], [-0.1, 0.0, 0.0], [-0.1, 0.0, 0.0], [0.1, -0.1, 0.9], [-0.1, 0.0, 0.0], [0.1, -0.1, 0.0], [-0.4, 0.2, -0.1], [0.0, 0.0, 0.0], [0.0, 0.1, 0.0]],
  "lowdin_charge": [-0.09, -0.64, 0.47, -0.06, -0.36, -0.24, -0.49, 0.23, 0.05, -0.34, -0.05, -0.24, 0.07, -0.54, 0.09, 0.15, 0.08, 0.14, 0.11, 0.14, 0.10, 0.09, 0.12, 0.00, -0.49, 0.11, -0.15, 0.09, 0.09, 0.09, -0.11, 0.05, 0.10, 1.41, -0.53, 0.77, -0.06, -0.43, -0.22, -0.22, -0.11, 0.05, 0.07, 0.08, 0.08, 0.14, 0.11, 0.12, 0.10, 0.07, 0.05, 0.07, 0.07, -0.06, 0.06, 0.06, -0.12, -1.65, 0.63, 0.57, 0.53, -0.03, 0.78, -0.38, 0.61, -0.44, -0.38, -0.38],
  "spin_multiplicity": 1,
  "orbital_gap_ha": 0.10380
}

=====

# 2
{
  "formula": "C16H29BrF9O12PS",
  "method": "ωB97M-V/def2-TZVPD",
  "symbols": ["F", "C", "F", "C", "C", "P", "Br", "C", "F", "F", "S", "F", "F", "F", "F", "F", "H", "H", "H", "H", "H", "C", "O", "C", "O", "O", "C", "H", "H", "H", "H", "H", "H", "C", "O", "C", "O", "O", "C", "H", "H", "H", "H", "H", "H", "C", "O", "C", "O", "O", "C", "H", "H", "H", "H", "H", "H", "C", "O", "C", "O", "O", "C", "H", "H", "H", "H", "H", "H"],
  "positions_angstrom": [[-1.47140, 0.81299, -4.29691], [-0.37484, 1.51510, -3.88048], [0.14076, 1.97894, -5.00465], [-0.91397, 2.61157, -2.96656], [-0.28219, 3.99651, -3.16601], [-0.81107, 5.13739, -1.77291], [-2.94255, 4.63027, -1.30083], [0.50258, 0.42339, -3.22432], [0.74820, -0.48999, -4.12745], [-0.22050, -0.18015, -2.30981], [2.12804, 0.93770, -2.43233], [2.94838, 0.07252, -3.46232], [2.27134, 2.20058, -3.34422], [1.37303, 1.72568, -1.29579], [2.07045, -0.35683, -1.50541], [3.48490, 1.32433, -1.73380], [-0.89758, 2.28218, -1.93177], [-1.97017, 2.72169, -3.19237], [-0.58820, 4.48716, -4.08466], [0.80634, 4.00927, -3.10905], [-0.09191, 4.57959, -0.67849], [5.14223, 0.16878, 0.43820], [6.45104, 0.74174, 0.37242], [6.89364, 1.23761, 1.52574], [6.29306, 1.23846, 2.57351], [8.11372, 1.73447, 1.32568], [8.71665, 2.30483, 2.48924], [4.90036, -0.19609, -0.55353], [5.12385, -0.66891, 1.13402], [4.40838, 0.91923, 0.72504], [8.83853, 1.55280, 3.26700], [8.12515, 3.14112, 2.85849], [9.69653, 2.66885, 2.19297], [-3.67458, -6.28618, -0.62838], [-3.71648, -4.90314, -0.98357], [-2.63143, -4.46011, -1.62009], [-1.66042, -5.10962, -1.90636], [-2.81514, -3.16108, -1.88448], [-1.72499, -2.54055, -2.57155], [-4.60934, -6.51118, -0.12239], [-3.59335, -6.90888, -1.51777], [-2.84695, -6.48328, 0.05087], [-1.56504, -3.00999, -3.54137], [-0.81859, -2.58509, -1.97183], [-1.99580, -1.50333, -2.72646], [-5.05829, -1.72818, -0.75458], [-6.41766, -1.31215, -0.94207], [-7.31917, -2.10910, -0.37212], [-7.08661, -3.10701, 0.26127], [-8.53388, -1.60898, -0.62471], [-9.60717, -2.36803, -0.06936], [-4.42513, -1.00407, -1.26034], [-4.80551, -1.73593, 0.30540], [-4.89527, -2.70283, -1.19022], [-9.53194, -2.40407, 1.01639], [-9.62040, -3.37556, -0.48233], [-10.52930, -1.86196, -0.34297], [3.95116, 2.08292, 3.54461], [3.20197, 2.57393, 4.66850], [2.57313, 1.62940, 5.36247], [2.58297, 0.44778, 5.12623], [1.92302, 2.21818, 6.37313], [1.19820, 1.31598, 7.20824], [4.41287, 2.94057, 3.06530], [4.71962, 1.40554, 3.87100], [3.28420, 1.59459, 2.83346], [1.87151, 0.60077, 7.67825], [0.43032, 0.79555, 6.63783], [0.72070, 1.91232, 7.98137]],
  "forces_ev_per_a": [[-0.3, -0.7, 0.1], [-1.7, 0.4, 0.7], [1.2, 0.5, -0.7], [0.4, 0.4, -0.5], [-0.6, -0.2, 1.5], [0.5, 1.2, -0.5], [0.4, -0.3, 0.0], [0.0, 0.6, -0.5], [0.6, -0.8, -1.3], [-0.6, 0.2, 1.4], [0.9, -1.8, 0.7], [0.3, 0.3, -0.5], [-0.3, 0.5, -0.2], [-0.5, 0.7, -0.1], [-0.1, -0.1, 0.2], [0.1, 0.3, 0.0], [0.3, 0.0, 0.1], [-0.1, -0.2, -0.2], [0.0, -0.2, -0.2], [0.0, 0.0, 0.0], [-0.4, -0.5, -0.2], [-0.2, -0.2, 0.0], [0.0, 0.0, 0.0], [0.1, 0.0, 0.0], [0.6, -0.1, -0.5], [-0.1, 0.0, 0.0], [0.2, 0.1, 0.2], [0.2, 0.0, -0.1], [0.0, 0.1, 0.1], [0.0, 0.0, 0.1], [-0.1, 0.0, 0.0], [-0.1, -0.1, 0.1], [-0.1, -0.1, -0.2], [-0.1, -0.3, 0.1], [0.0, 0.1, 0.0], [0.0, 0.0, 0.0], [-0.1, 0.1, 0.0], [0.3, -0.2, -0.1], [0.0, 0.0, -0.1], [0.0, 0.2, 0.0], [0.1, 0.0, 0.0], [0.1, 0.0, -0.1], [0.1, -0.1, 0.1], [0.0, -0.1, 0.0], [-0.3, -0.1, 0.1], [0.1, 0.1, 0.1], [-0.1, 0.1, 0.1], [0.1, 0.0, 0.0], [-0.1, 0.1, 0.0], [0.0, 0.0, 0.0], [-0.2, -0.1, 0.1], [-0.2, 0.1, -0.1], [-0.1, -0.1, 0.0], [-0.1, -0.1, 0.1], [0.1, -0.1, 0.0], [0.1, 0.0, 0.1], [0.1, 0.1, -0.1], [-0.3, 0.1, 0.1], [-0.1, 0.1, 0.0], [0.0, 0.0, 0.0], [0.0, 0.1, 0.0], [0.0, 0.0, 0.0], [-0.1, -0.1, 0.2], [-0.1, 0.1, 0.2], [-0.1, -0.1, 0.1], [0.0, -0.1, 0.1], [0.0, -0.1, -0.1], [0.1, -0.1, 0.0], [0.1, 0.1, -0.1]],
  "nbo_charge": [-0.33, 0.63, -0.30, -0.49, -0.70, 0.50, -0.22, 0.46, -0.29, -0.30, 2.37, -0.45, -0.46, -0.46, -0.46, -0.45, 0.24, 0.26, 0.24, 0.25, -0.03, -0.25, -0.49, 0.99, -0.66, -0.49, -0.26, 0.20, 0.20, 0.19, 0.19, 0.19, 0.20, -0.26, -0.50, 0.98, -0.64, -0.51, -0.26, 0.20, 0.19, 0.19, 0.20, 0.19, 0.20, -0.26, -0.50, 0.98, -0.64, -0.50, -0.26, 0.19, 0.19, 0.21, 0.19, 0.19, 0.19, -0.26, -0.50, 0.98, -0.65, -0.50, -0.26, 0.19, 0.22, 0.18, 0.19, 0.19, 0.19],
  "smiles": "FC(F)(CCPBr)C(F)(F)S(F)(F)(F)(F)F.COC(=O)OC.COC(=O)OC.COC(=O)OC.COC(=O)OC",
  "spin_multiplicity": 1,
  "orbital_gap_ha": 0.34902
}

=====

Number 1: LUMO energy -3.11 eV. Number 2: LUMO energy 0.09 eV.